1.
Computed, not measured: a 8-piece molecular cluster, C37H39F2N10O4S overall in a non-equilibrium geometry, with ωB97M-V/def2-TZVPD.

Properties
- molecular weight (Da) = 757.8
- charge = -1
- E_LUMO (eV) = 1.30

Geometry (Å):
N: 4.644 -0.837 -2.469
C: 3.266 -0.703 -2.210
C: 2.428 -1.879 -2.321
N: 1.135 -1.889 -2.138
C: 0.660 -0.642 -1.827
C: -0.762 -0.485 -1.635
S: -1.804 -1.928 -1.863
O: -1.831 -2.151 -3.276
O: -3.137 -1.726 -1.378
F: -1.135 -3.252 -1.236
C: -1.327 0.717 -1.301
C: -0.503 1.876 -1.160
F: -1.119 3.016 -0.856
C: 0.846 1.760 -1.362
C: 1.730 3.036 -1.245
O: 2.746 3.022 -0.510
O: 1.355 3.998 -1.927
C: 1.471 0.500 -1.688
N: 2.823 0.487 -1.881
H: 4.955 -1.762 -2.186
H: 5.135 -0.141 -1.909
H: 2.910 -2.834 -2.575
H: -2.406 0.806 -1.137
N: -5.599 0.103 -1.566
C: -5.008 1.113 -2.272
C: -5.875 2.175 -2.299
C: -7.034 1.790 -1.577
C: -6.832 0.508 -1.135
H: -5.189 -0.799 -1.391
H: -4.025 0.990 -2.694
H: -5.697 3.121 -2.783
H: -7.915 2.386 -1.400
H: -7.457 -0.149 -0.555
N: -2.039 -5.707 -2.239
C: -1.178 -6.723 -2.540
C: -1.920 -7.793 -2.971
C: -3.284 -7.401 -2.933
C: -3.322 -6.108 -2.480
H: -1.768 -4.797 -1.892
H: -0.114 -6.599 -2.420
H: -1.527 -8.748 -3.280
H: -4.138 -7.999 -3.208
H: -4.150 -5.441 -2.308
N: 1.262 1.360 2.388
C: 1.086 2.259 3.399
C: 0.085 1.793 4.211
C: -0.358 0.558 3.669
C: 0.391 0.318 2.545
H: 1.931 1.451 1.639
H: 1.686 3.152 3.453
H: -0.287 2.284 5.095
H: -1.135 -0.080 4.058
H: 0.378 -0.502 1.845
N: -2.129 5.816 5.214
C: -2.145 4.804 4.290
C: -1.533 5.259 3.153
C: -1.126 6.596 3.400
C: -1.504 6.911 4.680
H: -2.514 5.763 6.138
H: -2.591 3.852 4.522
H: -1.392 4.695 2.245
H: -0.614 7.251 2.714
H: -1.385 7.815 5.255
N: 4.948 2.198 1.463
C: 5.407 0.921 1.326
C: 6.495 0.767 2.150
C: 6.693 2.005 2.814
C: 5.720 2.865 2.368
H: 4.157 2.585 0.967
H: 4.922 0.231 0.654
H: 7.079 -0.132 2.264
H: 7.460 2.238 3.535
H: 5.513 3.892 2.618
N: -1.586 -11.505 -4.317
C: -0.248 -11.368 -4.064
C: 0.241 -12.595 -3.701
C: -0.843 -13.511 -3.742
C: -1.954 -12.809 -4.128
H: -2.202 -10.764 -4.599
H: 0.238 -10.411 -4.162
H: 1.263 -12.812 -3.437
H: -0.810 -14.564 -3.515
H: -2.973 -13.124 -4.283
N: 1.606 8.473 3.436
C: 1.860 9.768 3.796
C: 2.910 10.219 3.040
C: 3.302 9.154 2.186
C: 2.476 8.093 2.453
H: 0.888 7.889 3.833
H: 1.274 10.255 4.558
H: 3.348 11.202 3.092
H: 4.097 9.165 1.459
H: 2.434 7.103 2.029

2.
Computed, not measured: C37H39IrN4SSb2 as an isolated structure, with ωB97M-V/def2-TZVPD.

Properties
- multiplicity = 5
- molecular weight (Da) = 1007.6
- <S²> = 6.02
- charge = +2
- E_LUMO (spin up / spin down) (eV) = -5.79 / -7.11
- energy above the lowest of the compared OMol25 structures with the same formula, charge and spin (eV) = 0.361

Geometry (Å):
Ir: -0.142 0.552 -0.360
C: -4.823 -2.781 2.115
C: -4.360 -2.082 0.849
N: -3.951 -0.712 1.146
C: -2.896 -0.046 0.695
S: -1.808 -0.895 -0.468
N: -2.737 1.204 1.057
N: -1.602 1.769 0.599
C: -1.400 3.039 0.620
C: -2.379 4.032 1.142
C: -0.100 3.455 0.051
C: 0.343 4.767 0.105
C: 1.571 5.098 -0.446
C: 2.330 4.111 -1.054
C: 1.834 2.823 -1.089
N: 0.656 2.493 -0.547
H: -5.154 -3.791 1.880
H: -5.665 -2.255 2.568
H: -4.017 -2.841 2.846
H: -5.163 -2.060 0.108
H: -3.517 -2.609 0.405
H: -4.589 -0.153 1.699
H: -3.346 3.558 1.281
H: -2.485 4.869 0.452
H: -2.048 4.427 2.105
H: -0.269 5.521 0.577
H: 1.928 6.118 -0.402
H: 3.288 4.329 -1.502
H: 2.378 2.021 -1.568
C: 1.127 -3.095 -1.778
C: 2.450 -2.367 -2.002
C: 2.735 -1.242 -1.010
Sb: 3.176 -1.990 0.952
C: 5.290 -1.826 1.036
C: 5.906 -0.582 1.139
C: 7.290 -0.498 1.123
C: 8.055 -1.651 1.004
C: 7.440 -2.890 0.902
C: 6.055 -2.981 0.920
C: 2.492 -0.521 2.301
C: 3.288 -0.195 3.396
C: 2.826 0.693 4.359
C: 1.560 1.250 4.252
C: 0.745 0.911 3.180
C: 1.215 0.025 2.226
Sb: 0.899 -3.928 0.187
C: -1.114 -4.620 0.150
C: -1.640 -5.245 1.277
C: -2.916 -5.787 1.234
C: -3.667 -5.703 0.070
C: -3.148 -5.071 -1.052
C: -1.872 -4.525 -1.012
C: 2.065 -5.676 0.067
C: 2.987 -5.970 1.066
C: 3.751 -7.127 0.984
C: 3.593 -7.984 -0.094
C: 2.669 -7.693 -1.090
C: 1.901 -6.542 -1.010
H: 1.044 -3.936 -2.470
H: 0.283 -2.430 -1.964
H: 2.436 -1.943 -3.009
H: 3.275 -3.087 -1.997
H: 1.864 -0.561 -0.923
H: 3.599 -0.654 -1.325
H: 5.318 0.324 1.235
H: 7.773 0.466 1.204
H: 9.134 -1.583 0.992
H: 8.037 -3.787 0.812
H: 5.581 -3.953 0.849
H: 4.276 -0.626 3.507
H: 3.458 0.942 5.201
H: 1.204 1.932 5.012
H: -0.257 1.315 3.099
H: 0.530 -0.298 1.425
H: -1.057 -5.327 2.187
H: -3.319 -6.284 2.106
H: -4.657 -6.139 0.034
H: -3.729 -5.015 -1.963
H: -1.478 -4.044 -1.900
H: 3.114 -5.307 1.915
H: 4.461 -7.361 1.766
H: 4.187 -8.886 -0.159
H: 2.543 -8.366 -1.928
H: 1.172 -6.339 -1.787

3.
Computed, not measured: C37H39N3O4PSTi as an isolated structure in a non-equilibrium geometry, with ωB97M-V/def2-TZVPD.

Properties
- multiplicity = 3
- molecular weight (Da) = 700.6
- <S²> = 2.02
- charge = -1
- E_LUMO (spin up / spin down) (eV) = 2.13 / 2.12
- energy above the lowest of the compared OMol25 structures with the same formula, charge and spin (eV) = 0.925

Geometry (Å):
Ti: 12.222 6.656 11.022
C: 11.876 5.800 8.762
C: 11.052 6.926 8.728
C: 11.879 8.080 8.847
C: 13.231 7.656 8.962
C: 13.260 6.216 8.924
H: 11.503 4.816 8.652
H: 9.988 6.998 8.659
H: 11.492 9.081 8.741
H: 14.077 8.307 8.926
H: 14.117 5.568 9.040
S: 9.383 4.460 13.630
C: 8.477 4.591 12.126
C: 7.114 4.849 11.965
C: 6.676 5.141 10.677
C: 7.481 5.144 9.532
C: 8.812 4.775 9.689
C: 9.322 4.620 10.985
N: 10.685 4.552 11.281
C: 10.848 4.458 12.614
C: 12.220 4.564 13.069
C: 12.634 4.308 14.388
C: 13.951 4.532 14.751
C: 14.897 4.972 13.763
C: 14.370 5.517 12.627
C: 12.994 5.414 12.249
H: 6.433 4.743 12.798
H: 5.597 5.363 10.600
H: 7.081 5.388 8.521
H: 9.518 4.661 8.903
H: 11.936 3.764 15.044
H: 14.284 4.293 15.723
H: 15.995 4.907 13.886
H: 14.961 6.189 11.991
O: 10.120 12.242 12.757
C: 11.219 11.473 13.110
O: 12.246 12.006 13.488
C: 10.954 10.025 13.072
C: 9.703 9.391 13.223
N: 9.828 8.115 12.694
N: 11.083 7.874 12.227
C: 11.846 8.951 12.561
C: 13.074 9.047 11.768
O: 13.414 10.157 11.329
O: 13.567 7.882 11.558
H: 9.423 11.688 12.326
H: 8.769 9.834 13.631
H: 9.076 7.449 12.439
C: 12.319 14.917 5.796
C: 12.368 13.441 5.353
C: 11.923 13.307 3.877
C: 13.869 13.039 5.384
P: 11.397 12.364 6.609
C: 11.395 13.192 8.205
C: 12.346 12.565 9.082
C: 12.496 12.950 10.414
C: 11.762 14.027 10.901
C: 10.964 14.764 10.019
C: 10.773 14.319 8.705
C: 9.450 12.405 6.162
C: 8.904 13.833 5.639
C: 8.745 12.031 7.473
C: 9.075 11.476 4.918
H: 12.964 15.508 5.140
H: 12.698 15.072 6.824
H: 11.284 15.331 5.805
H: 12.727 13.473 3.225
H: 11.076 13.952 3.629
H: 11.614 12.275 3.695
H: 14.033 11.962 5.393
H: 14.355 13.379 6.307
H: 14.435 13.415 4.564
H: 12.985 11.791 8.689
H: 13.233 12.456 11.065
H: 11.774 14.453 11.934
H: 10.379 15.634 10.359
H: 10.088 14.851 8.044
H: 8.559 14.482 6.446
H: 7.986 13.632 5.022
H: 9.684 14.409 5.057
H: 7.703 12.286 7.327
H: 9.133 12.563 8.349
H: 8.909 10.923 7.602
H: 9.389 11.873 3.972
H: 7.998 11.353 4.922
H: 9.573 10.505 5.162

4.
Computed, not measured: C37H40BrN2O3Zr as an isolated structure, with ωB97M-V/def2-TZVPD.

Properties
- molecular weight (Da) = 731.9
- charge = -1
- E_LUMO (eV) = 2.33
- energy above the lowest of the compared OMol25 structures with the same formula, charge and spin (eV) = 1.142

Geometry (Å):
Zr: 1.963 -0.609 -0.023
C: -2.386 3.153 -5.810
C: -3.009 2.427 -4.610
C: -4.143 1.538 -5.123
C: -3.610 3.464 -3.651
C: -1.930 1.627 -3.881
C: -0.819 2.279 -3.358
C: 0.146 1.552 -2.697
Br: 1.649 2.459 -1.955
C: 0.090 0.167 -2.503
O: 1.068 -0.464 -1.871
C: -1.037 -0.500 -3.023
C: -2.002 0.248 -3.694
C: -1.195 -2.016 -2.836
C: -2.468 -2.547 -3.503
C: -0.004 -2.753 -3.464
C: -1.296 -2.357 -1.340
H: -3.143 3.741 -6.335
H: -1.957 2.435 -6.512
H: -1.590 3.828 -5.495
H: -4.882 2.156 -5.637
H: -4.647 1.021 -4.304
H: -3.777 0.791 -5.830
H: -4.383 4.050 -4.157
H: -2.848 4.153 -3.284
H: -4.058 2.971 -2.787
H: -0.687 3.349 -3.449
H: -2.859 -0.274 -4.086
H: -2.472 -2.357 -4.579
H: -3.370 -2.112 -3.067
H: -2.514 -3.628 -3.355
H: 0.035 -2.562 -4.539
H: -0.114 -3.830 -3.310
H: 0.939 -2.437 -3.024
H: -2.088 -1.775 -0.865
H: -0.363 -2.163 -0.817
H: -1.524 -3.418 -1.211
C: 2.595 -2.833 -0.130
C: 3.851 -3.123 0.602
C: 3.861 -3.424 1.968
C: 5.052 -3.640 2.649
C: 6.272 -3.575 1.992
C: 6.277 -3.291 0.628
C: 5.092 -3.072 -0.049
H: 1.748 -3.412 0.248
H: 2.716 -3.027 -1.202
H: 2.914 -3.482 2.494
H: 5.028 -3.864 3.710
H: 7.198 -3.742 2.528
H: 7.218 -3.234 0.091
H: 5.112 -2.823 -1.104
C: 3.740 0.267 0.248
H: 4.236 1.103 -0.250
H: 4.426 -0.266 0.921
O: 0.855 -3.016 3.521
C: 0.549 -1.895 3.199
N: -0.180 -1.020 4.016
C: -0.190 0.324 3.461
C: 0.391 0.001 2.084
O: 0.503 0.821 1.151
N: 0.822 -1.250 1.987
C: -1.588 0.909 3.297
C: -1.727 2.193 2.775
C: -2.987 2.735 2.583
C: -4.122 2.004 2.916
C: -3.986 0.727 3.435
C: -2.721 0.178 3.620
C: 0.737 1.258 4.234
C: 2.031 1.537 3.799
C: 2.868 2.326 4.577
C: 2.424 2.838 5.787
C: 1.133 2.567 6.220
C: 0.292 1.785 5.444
H: -0.049 -1.137 5.008
H: -0.841 2.754 2.506
H: -3.084 3.729 2.165
H: -5.106 2.430 2.765
H: -4.865 0.148 3.690
H: -2.607 -0.826 4.006
H: 2.392 1.158 2.847
H: 3.870 2.540 4.229
H: 3.081 3.453 6.389
H: 0.779 2.972 7.160
H: -0.724 1.591 5.768

5.
Computed, not measured: C37H40CaF6N6O2SbSi as an isolated structure in a non-equilibrium geometry, with ωB97M-V/def2-TZVPD.

Properties
- multiplicity = 2
- molecular weight (Da) = 904.7
- <S²> = 0.75
- charge = 0
- E_LUMO (spin up / spin down) (eV) = -0.62 / -0.62
- energy above the lowest of the compared OMol25 structures with the same formula, charge and spin (eV) = 0.000

Geometry (Å):
Ca: -11.885 -18.989 1.874
C: -15.398 -19.685 2.243
Si: -15.109 -21.117 3.361
C: -13.473 -21.044 4.248
N: -12.213 -21.228 3.442
C: -11.063 -21.058 4.252
C: -10.950 -22.261 5.242
C: -10.528 -23.526 4.459
C: -10.871 -23.285 2.998
C: -12.206 -22.620 2.915
C: -15.324 -22.701 2.386
C: -15.065 -22.825 1.008
C: -15.156 -24.020 0.351
C: -15.261 -25.193 1.056
C: -15.544 -25.118 2.415
C: -15.644 -23.902 3.075
C: -16.467 -21.080 4.719
C: -17.783 -21.421 4.480
C: -18.717 -21.490 5.514
C: -18.293 -21.178 6.833
C: -16.971 -20.780 7.030
C: -16.093 -20.692 5.972
H: -15.229 -18.659 2.575
H: -15.771 -19.712 1.194
H: -13.503 -21.773 5.089
H: -13.431 -20.046 4.732
H: -11.094 -20.117 4.766
H: -10.260 -21.080 3.557
H: -11.890 -22.461 5.731
H: -10.147 -22.014 5.935
H: -11.116 -24.396 4.719
H: -9.476 -23.800 4.530
H: -11.049 -24.306 2.551
H: -10.145 -22.761 2.479
H: -13.081 -23.212 3.391
H: -12.526 -22.568 1.870
H: -14.865 -21.923 0.472
H: -14.947 -24.053 -0.706
H: -15.083 -26.088 0.516
H: -15.750 -25.975 3.019
H: -15.910 -23.882 4.125
H: -18.087 -21.585 3.481
H: -19.627 -21.931 5.392
H: -19.085 -21.230 7.637
H: -16.597 -20.570 8.059
H: -15.064 -20.508 6.171
C: -9.216 -21.912 -0.694
C: -7.963 -21.293 -0.736
C: -7.718 -20.290 0.204
C: -8.685 -20.037 1.151
N: -9.901 -20.598 1.166
C: -10.153 -21.566 0.318
C: -8.472 -19.065 2.238
C: -7.165 -18.748 2.569
C: -6.972 -17.688 3.429
C: -8.100 -17.094 4.008
C: -9.368 -17.577 3.739
N: -9.524 -18.550 2.785
H: -9.591 -22.605 -1.444
H: -7.240 -21.646 -1.490
H: -6.821 -19.779 0.157
H: -11.144 -21.940 0.272
H: -6.323 -19.283 2.221
H: -5.964 -17.313 3.655
H: -7.904 -16.315 4.697
H: -10.214 -17.142 4.173
F: -13.017 -20.513 0.360
Sb: -13.326 -19.481 -1.314
F: -12.622 -20.879 -2.351
F: -15.032 -20.176 -1.399
F: -13.505 -18.349 -2.829
F: -11.538 -18.932 -0.933
F: -13.845 -18.148 -0.054
O: -16.857 -12.623 1.014
C: -16.181 -13.087 2.100
N: -15.082 -13.971 1.806
C: -13.869 -13.386 1.555
O: -13.679 -12.182 1.583
C: -12.739 -14.368 1.241
C: -11.601 -13.830 0.667
C: -10.547 -14.714 0.373
C: -10.763 -16.063 0.599
N: -11.855 -16.554 1.190
C: -12.837 -15.749 1.541
H: -16.638 -11.698 0.778
H: -16.809 -13.769 2.715
H: -15.780 -12.296 2.787
H: -15.310 -14.880 1.474
H: -11.455 -12.770 0.625
H: -9.585 -14.430 0.028
H: -9.964 -16.798 0.335
H: -13.754 -16.146 2.016
N: -12.759 -17.402 5.058
C: -12.699 -17.841 4.007

molecular weight of number 5 (C37H40CaF6N6O2SbSi)? 904.7 Da

Which of these has the highest molecular weight? C37H39IrN4SSb2

Copy entry 4 word for word.
Computed, not measured: C37H40BrN2O3Zr as an isolated structure, with ωB97M-V/def2-TZVPD.

Properties
- molecular weight (Da) = 731.9
- charge = -1
- E_LUMO (eV) = 2.33
- energy above the lowest of the compared OMol25 structures with the same formula, charge and spin (eV) = 1.142

Geometry (Å):
Zr: 1.963 -0.609 -0.023
C: -2.386 3.153 -5.810
C: -3.009 2.427 -4.610
C: -4.143 1.538 -5.123
C: -3.610 3.464 -3.651
C: -1.930 1.627 -3.881
C: -0.819 2.279 -3.358
C: 0.146 1.552 -2.697
Br: 1.649 2.459 -1.955
C: 0.090 0.167 -2.503
O: 1.068 -0.464 -1.871
C: -1.037 -0.500 -3.023
C: -2.002 0.248 -3.694
C: -1.195 -2.016 -2.836
C: -2.468 -2.547 -3.503
C: -0.004 -2.753 -3.464
C: -1.296 -2.357 -1.340
H: -3.143 3.741 -6.335
H: -1.957 2.435 -6.512
H: -1.590 3.828 -5.495
H: -4.882 2.156 -5.637
H: -4.647 1.021 -4.304
H: -3.777 0.791 -5.830
H: -4.383 4.050 -4.157
H: -2.848 4.153 -3.284
H: -4.058 2.971 -2.787
H: -0.687 3.349 -3.449
H: -2.859 -0.274 -4.086
H: -2.472 -2.357 -4.579
H: -3.370 -2.112 -3.067
H: -2.514 -3.628 -3.355
H: 0.035 -2.562 -4.539
H: -0.114 -3.830 -3.310
H: 0.939 -2.437 -3.024
H: -2.088 -1.775 -0.865
H: -0.363 -2.163 -0.817
H: -1.524 -3.418 -1.211
C: 2.595 -2.833 -0.130
C: 3.851 -3.123 0.602
C: 3.861 -3.424 1.968
C: 5.052 -3.640 2.649
C: 6.272 -3.575 1.992
C: 6.277 -3.291 0.628
C: 5.092 -3.072 -0.049
H: 1.748 -3.412 0.248
H: 2.716 -3.027 -1.202
H: 2.914 -3.482 2.494
H: 5.028 -3.864 3.710
H: 7.198 -3.742 2.528
H: 7.218 -3.234 0.091
H: 5.112 -2.823 -1.104
C: 3.740 0.267 0.248
H: 4.236 1.103 -0.250
H: 4.426 -0.266 0.921
O: 0.855 -3.016 3.521
C: 0.549 -1.895 3.199
N: -0.180 -1.020 4.016
C: -0.190 0.324 3.461
C: 0.391 0.001 2.084
O: 0.503 0.821 1.151
N: 0.822 -1.250 1.987
C: -1.588 0.909 3.297
C: -1.727 2.193 2.775
C: -2.987 2.735 2.583
C: -4.122 2.004 2.916
C: -3.986 0.727 3.435
C: -2.721 0.178 3.620
C: 0.737 1.258 4.234
C: 2.031 1.537 3.799
C: 2.868 2.326 4.577
C: 2.424 2.838 5.787
C: 1.133 2.567 6.220
C: 0.292 1.785 5.444
H: -0.049 -1.137 5.008
H: -0.841 2.754 2.506
H: -3.084 3.729 2.165
H: -5.106 2.430 2.765
H: -4.865 0.148 3.690
H: -2.607 -0.826 4.006
H: 2.392 1.158 2.847
H: 3.870 2.540 4.229
H: 3.081 3.453 6.389
H: 0.779 2.972 7.160
H: -0.724 1.591 5.768

The highest charge belongs to which entry? C37H39IrN4SSb2